1.
Molecular formula: C16H24NO2
Method: DFT, ωB97M-V/def2-TZVPD

## Properties
Total charge: +1
LUMO, eV: -5.63
HOMO-LUMO gap, eV: 5.5

The geometry in XYZ format:
```
43
Properties=species:S:1:pos:R:3:lowdin_charge:R:1
C 1.863 1.550 2.593 -0.027
O 0.536 2.012 2.670 -0.015
C -0.366 1.006 2.577 0.086
C -1.747 1.241 2.589 -0.169
C -2.707 0.203 2.577 0.022
C -4.047 0.495 2.612 -0.033
C -4.477 1.813 2.649 0.002
C -3.554 2.848 2.656 -0.024
C -2.213 2.571 2.629 0.034
H 2.544 2.404 2.613 0.117
H 2.071 0.900 3.443 0.111
H 2.002 0.993 1.666 0.092
H 0.006 -0.003 2.496 0.155
H -2.379 -0.821 2.552 0.126
H -4.774 -0.299 2.617 0.122
H -5.530 2.035 2.677 0.126
H -3.892 3.870 2.684 0.124
H -1.486 3.363 2.633 0.131
C 0.490 -3.147 -0.372 -0.059
C 1.272 -2.211 -1.311 -0.545
C 2.484 -1.631 -0.567 -0.041
C 1.741 -3.012 -2.537 -0.037
C 0.435 -1.022 -1.786 -0.282
C -0.824 -0.816 -1.404 0.086
N 1.085 -0.098 -2.635 0.118
C 0.815 1.262 -2.704 -0.513
C 1.537 2.047 -3.745 0.006
O 0.038 1.810 -1.951 0.041
H -0.369 -3.582 -0.881 0.090
H 1.120 -3.967 -0.029 0.090
H 0.137 -2.614 0.508 0.068
H 3.059 -0.982 -1.228 0.081
H 2.152 -1.028 0.277 0.063
H 3.141 -2.415 -0.197 0.091
H 2.355 -2.400 -3.197 0.073
H 2.339 -3.873 -2.240 0.092
H 0.886 -3.368 -3.111 0.096
H -1.348 0.057 -1.736 0.059
H -1.346 -1.503 -0.775 0.047
H 1.799 -0.450 -3.267 0.131
H 2.013 1.398 -4.482 0.079
H 0.832 2.691 -4.266 0.094
H 2.308 2.673 -3.297 0.092
```

=====

2.
Molecular formula: C17H22N4O3
Method: DFT, ωB97M-V/def2-TZVPD

## Properties
SMILES: COCc1cc(=O)[nH]c(N2CCN(c3ccccc3OC)CC2)n1
LUMO, eV: 0.68
HOMO-LUMO gap, eV: 8.3

The geometry in XYZ format:
```
46
Properties=species:S:1:pos:R:3:lowdin_charge:R:1
C 4.795 0.844 -1.238 -0.110
O 3.828 -0.044 -0.746 -0.184
C 2.570 0.141 -1.338 -0.172
C 1.560 -0.823 -0.786 -0.229
C 1.866 -1.743 0.165 0.063
C 0.854 -2.637 0.645 -0.466
O 0.958 -3.529 1.461 0.049
N -0.401 -2.406 0.051 0.209
C -0.638 -1.417 -0.846 -0.341
N -1.901 -1.264 -1.345 -0.051
C -3.069 -1.402 -0.495 -0.116
C -3.455 0.004 0.058 -0.131
N -2.373 0.946 -0.089 -0.077
C -1.313 0.926 0.823 -0.159
C -1.216 -0.033 1.830 -0.036
C -0.161 -0.058 2.725 -0.089
C 0.836 0.888 2.637 -0.088
C 0.737 1.891 1.685 -0.029
C -0.328 1.941 0.803 -0.204
O -0.494 2.961 -0.107 -0.113
C 0.390 4.052 -0.065 -0.084
C -2.110 1.179 -1.497 -0.126
C -2.081 -0.161 -2.272 -0.121
N 0.318 -0.656 -1.302 0.177
H 4.518 1.888 -1.040 0.087
H 4.940 0.720 -2.319 0.090
H 5.723 0.612 -0.719 0.091
H 2.628 0.004 -2.431 0.138
H 2.201 1.165 -1.161 0.126
H 2.861 -1.821 0.565 0.120
H -1.135 -3.036 0.347 0.152
H -3.884 -1.813 -1.099 0.121
H -2.870 -2.098 0.319 0.101
H -3.762 -0.055 1.102 0.120
H -4.298 0.403 -0.516 0.123
H -1.970 -0.796 1.928 0.099
H -0.117 -0.835 3.472 0.109
H 1.682 0.865 3.305 0.104
H 1.505 2.646 1.649 0.102
H 1.413 3.760 -0.330 0.088
H 0.017 4.756 -0.807 0.096
H 0.394 4.532 0.919 0.098
H -1.155 1.681 -1.604 0.104
H -2.898 1.828 -1.895 0.124
H -3.021 -0.338 -2.801 0.120
H -1.257 -0.174 -2.983 0.116
```

=====

For the records above, the corresponding maximum force values read 4.3, 0.6 eV/A.